Run i
{
  "formula": "C6H12",
  "method": "wB97M-V/def2-TZVPD",
  "homo_lumo_gap_ev": 7.50,
  "homo_energy_ev": -6.701,
  "total_charge": 0,
  "symbols": ["C", "C", "C", "C", "C", "C", "H", "H", "H", "H", "H", "H", "H", "H", "H", "H", "H", "H"],
  "xyz": [[-0.82, 2.08, -0.25], [-1.50, 0.66, -0.39], [-0.46, -0.30, -0.83], [0.46, -0.72, 0.33], [0.85, 0.35, 1.02], [1.25, -2.00, 0.28], [-1.13, 2.60, 0.64], [-0.87, 2.75, -1.03], [0.27, 1.67, -0.26], [-1.70, 0.31, 0.60], [-2.47, 0.63, -1.00], [-0.85, -1.31, -1.25], [0.29, -0.04, -1.61], [0.36, -0.62, 1.71], [1.76, 0.60, 1.41], [2.07, -1.90, 1.00], [0.73, -2.87, 0.31], [1.75, -1.88, -0.67]]
}

***

Run ii
{
  "formula": "C6H12",
  "method": "wB97M-V/def2-TZVPD",
  "homo_lumo_gap_ev": 11.42,
  "homo_energy_ev": -10.114,
  "total_charge": 0,
  "symbols": ["C", "C", "C", "C", "C", "C", "H", "H", "H", "H", "H", "H", "H", "H", "H", "H", "H", "H"],
  "xyz": [[-1.90, 0.51, 0.84], [-1.36, -0.85, 0.41], [0.17, -0.96, 0.50], [0.90, -0.40, -0.71], [2.19, 0.36, -0.56], [0.95, 1.07, -1.02], [-1.50, 1.32, 0.24], [-1.64, 0.71, 1.89], [-2.99, 0.55, 0.76], [-1.82, -1.63, 1.04], [-1.68, -1.07, -0.62], [0.45, -2.02, 0.60], [0.52, -0.47, 1.41], [0.85, -1.04, -1.59], [2.53, 0.58, 0.45], [2.99, 0.20, -1.27], [0.87, 1.37, -2.06], [0.48, 1.77, -0.32]]
}

***

Which one sits at the bottom of the stability order? run i does.

***

Run i
{
  "formula": "C6H12",
  "method": "wB97M-V/def2-TZVPD",
  "homo_lumo_gap_ev": 9.81,
  "homo_energy_ev": -8.741,
  "total_charge": 0,
  "symbols": ["C", "C", "C", "C", "C", "C", "H", "H", "H", "H", "H", "H", "H", "H", "H", "H", "H", "H"],
  "xyz": [[0.12, 0.23, -1.97], [0.30, -0.19, -0.55], [1.52, -1.26, -0.31], [-0.32, 0.17, 0.54], [-0.07, -0.17, 1.97], [-1.58, 1.20, 0.31], [-0.29, 1.23, -2.04], [-0.55, -0.46, -2.49], [1.08, 0.21, -2.48], [1.66, -1.80, -1.24], [1.31, -1.97, 0.48], [2.44, -0.71, -0.08], [-0.62, -1.06, 2.25], [-0.40, 0.65, 2.61], [0.99, -0.34, 2.15], [-2.27, 1.04, 1.13], [-1.22, 2.22, 0.33], [-2.11, 1.01, -0.63]]
}

***

Run ii
{
  "formula": "C6H12",
  "method": "wB97M-V/def2-TZVPD",
  "homo_lumo_gap_ev": 11.45,
  "homo_energy_ev": -10.426,
  "total_charge": 0,
  "symbols": ["C", "C", "C", "C", "C", "C", "H", "H", "H", "H", "H", "H", "H", "H", "H", "H", "H", "H"],
  "xyz": [[-1.22, -1.01, 0.56], [-0.32, 0.08, -0.01], [-1.19, 1.15, -0.66], [0.79, 0.60, 0.94], [1.82, -0.31, 0.20], [0.79, -0.49, -0.93], [-1.81, -1.45, -0.25], [-0.68, -1.83, 1.04], [-1.93, -0.60, 1.29], [-1.78, 0.69, -1.46], [-0.57, 1.94, -1.09], [-1.88, 1.60, 0.06], [1.00, 1.66, 0.76], [0.59, 0.45, 2.00], [2.00, -1.24, 0.74], [2.78, 0.10, -0.11], [0.66, -1.51, -1.30], [0.97, 0.18, -1.78]]
}

***

Run iii
{
  "formula": "C6H12",
  "method": "wB97M-V/def2-TZVPD",
  "homo_lumo_gap_ev": 10.41,
  "homo_energy_ev": -9.306,
  "total_charge": 0,
  "symbols": ["C", "C", "C", "H", "H", "H", "H", "H", "H", "C", "C", "C", "H", "H", "H", "H", "H", "H"],
  "xyz": [[-2.52, 0.29, -2.24], [-1.70, 0.51, -1.20], [-1.59, 1.84, -0.52], [-2.35, -0.66, -2.77], [-3.05, 1.12, -2.65], [-1.24, -0.39, -0.66], [-1.86, 1.66, 0.58], [-2.16, 2.75, -0.77], [-0.62, 2.17, -0.52], [1.42, -2.26, 1.00], [1.35, -0.98, 1.50], [2.51, -0.14, 1.21], [0.65, -2.87, 1.54], [2.20, -2.63, 0.32], [0.48, -0.67, 2.04], [3.30, -0.65, 0.62], [2.91, 0.30, 2.12], [2.25, 0.61, 0.42]]
}

***

Which one sits at the bottom of the stability order? run iii does.

***

Run i
{
  "formula": "C6H12",
  "method": "wB97M-V/def2-TZVPD",
  "homo_lumo_gap_ev": 11.40,
  "homo_energy_ev": -10.119,
  "total_charge": 0,
  "symbols": ["C", "C", "C", "C", "C", "C", "H", "H", "H", "H", "H", "H", "H", "H", "H", "H", "H", "H"],
  "xyz": [[1.74, 1.14, 0.15], [0.47, 1.40, 0.96], [-0.50, 0.20, 1.02], [-0.96, -0.30, -0.33], [-1.35, -1.74, -0.52], [-0.08, -1.23, -1.14], [1.51, 0.86, -0.88], [2.34, 0.33, 0.59], [2.37, 2.03, 0.12], [0.74, 1.68, 1.98], [-0.06, 2.26, 0.53], [-1.38, 0.49, 1.61], [-0.02, -0.63, 1.57], [-1.53, 0.42, -0.91], [-1.26, -2.41, 0.33], [-2.19, -1.96, -1.18], [-0.04, -1.10, -2.21], [0.86, -1.54, -0.69]]
}

***

Run ii
{
  "formula": "C6H12",
  "method": "wB97M-V/def2-TZVPD",
  "homo_lumo_gap_ev": 10.15,
  "homo_energy_ev": -9.090,
  "total_charge": 0,
  "symbols": ["C", "C", "C", "C", "C", "C", "H", "H", "H", "H", "H", "H", "H", "H", "H", "H", "H", "H"],
  "xyz": [[-0.91, -2.01, 0.45], [-0.52, -0.73, 0.42], [-1.56, 0.33, 0.79], [0.92, -0.33, 0.37], [1.37, 1.01, -0.28], [0.63, 1.39, -1.55], [-1.93, -2.17, 0.76], [-0.17, -2.80, 0.34], [-1.99, 0.92, -0.02], [-1.08, 1.07, 1.43], [-2.45, -0.16, 1.16], [1.51, -0.63, 1.25], [1.39, -1.05, -0.33], [1.29, 1.81, 0.47], [2.44, 0.86, -0.39], [0.77, 0.48, -2.15], [-0.45, 1.30, -1.47], [0.81, 2.37, -1.98]]
}

***

Run iii
{
  "formula": "C6H12",
  "method": "wB97M-V/def2-TZVPD",
  "homo_lumo_gap_ev": 11.07,
  "homo_energy_ev": -9.772,
  "total_charge": 0,
  "symbols": ["C", "C", "C", "C", "C", "C", "H", "H", "H", "H", "H", "H", "H", "H", "H", "H", "H", "H"],
  "xyz": [[-2.31, -0.34, -0.26], [-1.21, 0.32, 0.57], [0.09, 0.45, -0.17], [1.32, 0.98, 0.58], [2.10, -0.20, -0.15], [0.82, -0.93, -0.54], [-2.52, 0.24, -1.17], [-2.03, -1.35, -0.57], [-3.25, -0.42, 0.30], [-1.54, 1.31, 0.90], [-1.04, -0.27, 1.49], [-0.04, 1.00, -1.11], [1.67, 2.00, 0.39], [1.27, 0.81, 1.66], [2.77, -0.73, 0.50], [2.64, 0.19, -1.00], [0.55, -1.74, 0.15], [0.73, -1.30, -1.57]]
}

***

Run iv
{
  "formula": "C6H12",
  "method": "wB97M-V/def2-TZVPD",
  "homo_lumo_gap_ev": 9.00,
  "homo_energy_ev": -7.904,
  "total_charge": 0,
  "symbols": ["C", "C", "C", "C", "C", "C", "H", "H", "H", "H", "H", "H", "H", "H", "H", "H", "H", "H"],
  "xyz": [[-2.11, 0.50, 0.78], [-1.47, -0.87, 0.78], [0.78, -1.01, 0.64], [0.99, -0.32, -0.64], [2.34, 0.38, -0.73], [1.10, 1.18, -0.65], [-1.67, 1.14, 0.01], [-1.98, 1.00, 1.75], [-3.19, 0.44, 0.58], [-1.89, -1.55, 1.54], [-1.53, -1.36, -0.19], [0.66, -2.09, 0.49], [-0.36, -0.68, 1.23], [0.67, -0.77, -1.59], [2.97, 0.32, 0.16], [2.87, 0.31, -1.68], [0.77, 1.71, -1.54], [0.89, 1.69, 0.29]]
}

***

Which one sits at the bottom of the stability order? run iv does.

***

Run i
{
  "formula": "C4H10N2O2",
  "method": "wB97M-V/def2-TZVPD",
  "homo_lumo_gap_ev": 9.68,
  "homo_energy_ev": -8.897,
  "total_charge": 0,
  "symbols": ["H", "N", "N", "C", "C", "C", "O", "O", "C", "H", "H", "H", "H", "H", "H", "H", "H", "H"],
  "xyz": [[-3.09, 2.06, -0.02], [-2.18, 1.58, 0.11], [-2.09, 0.60, -0.62], [-0.81, -0.40, -0.37], [-1.19, -1.34, 0.76], [0.34, 0.50, -0.10], [0.42, 1.10, 1.13], [1.40, -0.65, -0.20], [2.66, -0.21, -0.64], [-0.73, -0.89, -1.34], [-2.01, -1.99, 0.45], [-0.34, -1.96, 1.04], [-1.50, -0.76, 1.62], [0.50, 1.24, -0.90], [-0.46, 1.37, 1.42], [2.91, 0.78, -0.25], [2.71, -0.14, -1.74], [3.45, -0.91, -0.34]]
}

***

Run ii
{
  "formula": "C4H10N2O2",
  "method": "wB97M-V/def2-TZVPD",
  "homo_lumo_gap_ev": 10.22,
  "homo_energy_ev": -9.711,
  "total_charge": 0,
  "symbols": ["C", "C", "N", "O", "H", "H", "H", "H", "H", "C", "C", "N", "O", "H", "H", "H", "H", "H"],
  "xyz": [[1.44, 0.65, 1.36], [2.56, -0.43, 1.19], [2.80, -0.98, -0.11], [3.35, -0.84, 2.04], [1.30, 1.22, 0.42], [1.89, 1.45, 2.04], [0.44, 0.18, 1.41], [3.56, -1.64, -0.22], [2.10, -0.65, -0.75], [-2.96, 0.07, -0.11], [-1.96, -0.50, -1.06], [-1.10, 0.50, -1.49], [-1.82, -1.62, -1.30], [-3.53, -0.63, 0.29], [-3.59, 0.88, -0.51], [-2.51, 0.72, 0.67], [-0.57, 0.19, -2.27], [-1.39, 1.41, -1.61]]
}

***

Which one sits at the bottom of the stability order? run i does.

***

Run i
{
  "formula": "C4H10N2O2",
  "method": "wB97M-V/def2-TZVPD",
  "homo_lumo_gap_ev": 8.86,
  "homo_energy_ev": -8.378,
  "total_charge": 0,
  "symbols": ["C", "N", "C", "C", "C", "O", "N", "O", "H", "H", "H", "H", "H", "H", "H", "H", "H", "H"],
  "xyz": [[-2.82, 0.06, 0.01], [-1.67, -0.73, -0.11], [-0.50, -0.20, -0.22], [0.67, -1.16, -0.17], [1.95, -0.66, 0.39], [2.48, 0.39, -0.52], [-0.47, 1.17, -0.40], [0.51, 1.94, 0.31], [-3.68, -0.52, 0.35], [-3.19, 0.44, -0.90], [-2.73, 0.93, 0.72], [0.35, -1.99, 0.45], [1.06, -1.56, -1.15], [2.66, -1.48, 0.50], [1.94, -0.31, 1.45], [3.48, 0.57, -0.38], [-1.43, 1.56, -0.30], [1.41, 1.55, -0.03]]
}

***

Run ii
{
  "formula": "C4H10N2O2",
  "method": "wB97M-V/def2-TZVPD",
  "homo_lumo_gap_ev": 9.87,
  "homo_energy_ev": -9.056,
  "total_charge": 0,
  "symbols": ["C", "C", "N", "O", "H", "H", "H", "H", "H", "C", "C", "N", "O", "H", "H", "H", "H", "H"],
  "xyz": [[2.95, 0.36, -0.64], [1.60, 0.51, -0.10], [1.15, 1.71, 0.20], [0.77, -0.44, -0.17], [3.66, -0.35, -0.13], [3.47, 1.33, -0.54], [2.92, 0.28, -1.70], [0.15, 1.83, 0.46], [1.54, 2.59, -0.01], [-2.57, -0.93, -0.77], [-2.04, -0.42, 0.52], [-1.22, -1.14, 1.42], [-2.30, 0.72, 0.94], [-1.94, -0.69, -1.68], [-3.57, -0.41, -0.89], [-2.97, -1.96, -0.52], [-0.65, -0.90, 2.20], [-0.95, -2.09, 1.41]]
}

***

Run iii
{
  "formula": "C4H10N2O2",
  "method": "wB97M-V/def2-TZVPD",
  "homo_lumo_gap_ev": 7.93,
  "homo_energy_ev": -8.065,
  "total_charge": 0,
  "symbols": ["C", "C", "C", "O", "H", "H", "H", "H", "H", "H", "C", "N", "N", "O", "H", "H", "H", "H"],
  "xyz": [[-0.64, 0.08, -0.33], [-0.40, -1.29, -0.91], [-2.43, -0.19, 0.80], [-3.30, 0.60, 0.87], [-2.43, -1.23, 1.21], [-1.00, 0.20, 0.80], [-1.08, 0.79, -1.02], [0.04, -1.23, -1.90], [-1.33, -1.85, -1.07], [0.25, -1.87, -0.25], [1.01, 0.97, 0.36], [1.67, 1.04, -0.92], [1.63, -0.08, 1.15], [0.66, 2.04, 0.89], [1.41, 1.84, -1.47], [1.93, 0.19, -1.39], [1.37, 0.06, 2.12], [2.64, -0.07, 1.05]]
}

***

Run iv
{
  "formula": "C4H10N2O2",
  "method": "wB97M-V/def2-TZVPD",
  "homo_lumo_gap_ev": 10.14,
  "homo_energy_ev": -9.417,
  "total_charge": 0,
  "symbols": ["N", "C", "O", "N", "C", "C", "C", "O", "H", "H", "H", "H", "H", "H", "H", "H", "H", "H"],
  "xyz": [[-2.48, 0.74, 0.72], [-1.69, 1.48, -0.11], [-1.95, 2.62, -0.45], [-0.45, 0.94, -0.35], [-0.01, -0.39, 0.01], [1.41, -0.63, -0.46], [1.90, -2.06, -0.30], [2.85, -2.14, 0.77], [-3.47, 0.94, 0.75], [-2.21, -0.08, 1.24], [0.12, 1.47, -1.00], [-0.72, -1.13, -0.37], [-0.06, -0.44, 1.10], [2.02, -0.04, 0.22], [1.57, -0.21, -1.45], [2.31, -2.47, -1.22], [1.11, -2.75, 0.00], [3.75, -2.16, 0.41]]
}

***

Which one sits at the bottom of the stability order? run iii does.